Run w
{"formula": "C2H3NO", "method": "ωB97M-V/def2-TZVPD", "smiles": "C#N.C=O", "lumo_ha": 0.017, "elements": ["C", "N", "H", "C", "O", "H", "H"], "positions_angstrom": [[1.91990, -1.95221, 0.36220], [2.69077, -1.39324, 0.98663], [1.33584, -2.68358, -0.10183], [-0.45666, 0.78933, -0.29372], [0.00035, -0.28089, -0.64594], [-1.08975, 1.56912, -0.66412], [-0.06961, 1.23203, 0.66610]], "nbo_charge": [0.10, -0.33, 0.22, 0.29, -0.50, 0.13, 0.09]}

***

Run x
{"formula": "C2H3NO", "method": "ωB97M-V/def2-TZVPD", "lumo_ha": [-0.006, -0.008], "elements": ["C", "C", "N", "O", "H", "H", "H"], "positions_angstrom": [[-0.99449, 0.50909, 0.04082], [0.87631, -0.42413, -0.04623], [-1.23230, -0.72194, -0.12449], [0.24436, 0.87784, -0.01441], [-1.72732, 1.20857, 0.10969], [1.35259, -0.88997, 0.89442], [1.48085, -0.55945, -0.85980]], "nbo_charge": [0.31, 0.06, -0.40, -0.51, 0.17, 0.19, 0.16]}

***

Stability verdict: run w, ahead by 2.216 eV

***

Run w
{"formula": "C13H17N3O4", "method": "ωB97M-V/def2-TZVPD", "smiles": "NC(=O)C[C@H](NC(=O)[C@@H](N)Cc1ccccc1)C(=O)O", "lumo_ha": 0.012, "elements": ["N", "C", "O", "C", "C", "N", "C", "O", "C", "N", "C", "C", "C", "C", "C", "C", "C", "C", "O", "O", "H", "H", "H", "H", "H", "H", "H", "H", "H", "H", "H", "H", "H", "H", "H", "H", "H"], "positions_angstrom": [[4.82635, 1.39030, -0.15009], [3.50737, 1.38833, -0.55877], [2.76672, 2.31433, -0.46260], [3.18979, 0.15109, -1.36613], [2.68447, -1.12397, -0.38308], [1.46032, -0.69168, 0.35276], [0.29268, -0.33373, -0.25067], [0.03245, -0.73926, -1.38845], [-0.79839, 0.31322, 0.65803], [-0.09278, 1.12342, 1.73794], [-1.83439, 1.10142, -0.08878], [-3.12665, 0.33837, 0.03273], [-3.21549, -1.00827, -0.28038], [-4.44306, -1.68248, -0.48722], [-5.65321, -1.05339, -0.18948], [-5.55055, 0.26007, 0.25667], [-4.38890, 0.94318, 0.22916], [3.83116, -1.52772, 0.55404], [3.82867, -1.81460, 1.75514], [4.95972, -1.68567, -0.19473], [5.19086, 2.16197, 0.41272], [5.43551, 0.62965, -0.25017], [4.18666, -0.15744, -1.79380], [2.33732, 0.26452, -2.07529], [2.45462, -2.06688, -0.95037], [1.80040, -0.04269, 1.08996], [-1.25652, -0.46218, 1.36214], [0.36613, 1.87011, 1.26556], [-0.80227, 1.64849, 2.21535], [-1.52882, 1.29320, -1.15295], [-1.92793, 2.16774, 0.32463], [-2.32488, -1.61400, -0.29873], [-4.30655, -2.68904, -0.67168], [-6.65703, -1.53401, -0.51990], [-6.47230, 0.81756, 0.36001], [-4.45573, 1.98818, 0.44185], [5.68424, -1.93812, 0.46458]], "nbo_charge": [-0.84, 0.66, -0.59, -0.51, -0.13, -0.61, 0.68, -0.62, -0.14, -0.82, -0.44, -0.03, -0.19, -0.21, -0.21, -0.22, -0.20, 0.77, -0.57, -0.71, 0.40, 0.40, 0.24, 0.27, 0.26, 0.42, 0.24, 0.35, 0.36, 0.25, 0.21, 0.21, 0.21, 0.22, 0.21, 0.20, 0.51]}

***

Run x
{"formula": "C13H17N3O4", "method": "ωB97M-V/def2-TZVPD", "smiles": "NC(=O)C[C@H](NC(=O)[C@@H](N)Cc1ccccc1)C(=O)O", "lumo_ha": 0.016, "elements": ["N", "C", "O", "C", "C", "N", "C", "O", "C", "N", "C", "C", "C", "C", "C", "C", "C", "C", "O", "O", "H", "H", "H", "H", "H", "H", "H", "H", "H", "H", "H", "H", "H", "H", "H", "H", "H"], "positions_angstrom": [[2.89868, 3.31057, 0.40432], [2.22755, 2.15390, 0.38168], [1.08879, 2.08595, 0.81944], [3.02574, 0.92191, -0.13396], [2.21534, -0.26392, -0.75789], [1.44160, -0.83022, 0.36431], [0.27879, -1.51741, 0.15713], [0.13812, -2.32398, -0.71951], [-0.69535, -1.61348, 1.36335], [-0.03923, -1.86580, 2.65248], [-1.61833, -0.34832, 1.55008], [-2.37126, 0.06299, 0.29630], [-1.95449, 1.13391, -0.48904], [-2.74301, 1.50229, -1.55794], [-3.85399, 0.86257, -1.94727], [-4.27265, -0.24187, -1.20792], [-3.54839, -0.64559, -0.08623], [3.16453, -1.35111, -1.34040], [4.31195, -1.08421, -1.56867], [2.59490, -2.52786, -1.68806], [3.86764, 3.42098, 0.12972], [2.41482, 4.11951, 0.78309], [3.55030, 0.49955, 0.68887], [3.79001, 1.29811, -0.82693], [1.64438, 0.02670, -1.60318], [1.30597, -0.15129, 1.11902], [-1.31961, -2.44635, 1.07305], [-0.08744, -2.85514, 2.92941], [0.92878, -1.61241, 2.50561], [-2.27149, -0.59068, 2.43067], [-0.93381, 0.46696, 1.83962], [-0.97064, 1.67214, -0.18238], [-2.49274, 2.37263, -2.16122], [-4.37641, 1.13885, -2.83969], [-5.13985, -0.74284, -1.50472], [-3.89400, -1.53265, 0.46703], [1.69478, -2.50438, -1.34015]], "nbo_charge": [-0.81, 0.68, -0.65, -0.50, -0.15, -0.65, 0.71, -0.61, -0.13, -0.83, -0.43, -0.03, -0.26, -0.14, -0.24, -0.19, -0.22, 0.78, -0.58, -0.67, 0.40, 0.41, 0.24, 0.25, 0.23, 0.41, 0.21, 0.38, 0.36, 0.23, 0.22, 0.25, 0.20, 0.21, 0.21, 0.21, 0.50]}

***

Stability verdict: run x, ahead by 1.205 eV

***

Run w
{"formula": "C18H22CaCl4GeO2Se", "method": "ωB97M-V/def2-TZVPD", "lumo_ha": -0.008, "elements": ["Ca", "C", "C", "C", "C", "C", "C", "C", "H", "H", "H", "H", "H", "H", "H", "H", "Cl", "C", "C", "Cl", "C", "Cl", "C", "O", "C", "O", "C", "Cl", "C", "Ge", "C", "C", "C", "Se", "C", "H", "H", "H", "H", "H", "H", "H", "H", "H", "H", "H", "H", "H", "H"], "positions_angstrom": [[-0.38329, 0.05735, -0.12466], [-1.41059, 2.60556, 2.55390], [-0.70009, 1.29538, 2.35986], [-1.40087, 0.08566, 2.40172], [-0.73379, -1.13104, 2.28202], [0.64645, -1.15782, 2.10074], [1.35679, 0.03765, 2.06140], [0.68841, 1.25065, 2.19962], [-1.44698, 2.84743, 3.61802], [-2.43341, 2.56219, 2.18334], [-0.89331, 3.41441, 2.04117], [-2.47310, 0.09882, 2.55696], [-1.28826, -2.05826, 2.34686], [1.16474, -2.10225, 2.00146], [2.42977, 0.02592, 1.93118], [1.25092, 2.17564, 2.20185], [0.26944, 3.31273, -5.94339], [0.57200, 2.33072, -4.55621], [1.73868, 1.58984, -4.46506], [2.89939, 1.62068, -5.74276], [1.97090, 0.81268, -3.32482], [3.41052, -0.14073, -3.18192], [1.06939, 0.76944, -2.26585], [1.28425, 0.05628, -1.16823], [-0.15691, 1.50271, -2.37876], [-1.04953, 1.39392, -1.40537], [-0.36458, 2.27622, -3.51671], [-1.84760, 3.15975, -3.62061], [-2.92141, -3.20605, -5.68612], [-2.61940, -3.48739, -3.76904], [-4.31085, -3.47303, -2.77301], [-1.66103, -5.18092, -3.50721], [-1.55524, -2.00546, -2.98400], [-0.96812, -2.43833, -1.16546], [0.81332, -3.06418, -1.63000], [-3.54444, -4.01570, -6.06815], [-1.97766, -3.21236, -6.23069], [-3.42884, -2.26100, -5.87660], [-4.89058, -4.37700, -2.95849], [-4.91240, -2.61238, -3.06671], [-4.10786, -3.40771, -1.70313], [-2.32004, -6.02085, -3.72834], [-1.31941, -5.27339, -2.47644], [-0.80072, -5.24225, -4.17467], [-2.15511, -1.09728, -2.91690], [-0.65417, -1.75631, -3.54403], [0.70882, -3.80990, -2.41460], [1.25786, -3.52007, -0.74838], [1.40903, -2.21339, -1.95176]], "nbo_charge": [1.70, -0.64, -0.02, -0.28, -0.26, -0.22, -0.21, -0.25, 0.23, 0.23, 0.24, 0.24, 0.24, 0.23, 0.25, 0.24, 0.03, -0.10, -0.11, 0.02, -0.12, 0.00, 0.22, -0.94, 0.30, -0.95, -0.15, 0.01, -1.08, 1.61, -1.09, -1.09, -1.01, 0.19, -0.77, 0.23, 0.24, 0.24, 0.23, 0.23, 0.23, 0.24, 0.23, 0.23, 0.25, 0.25, 0.23, 0.22, 0.26]}

***

Run x
{"formula": "C18H22CaCl4GeO2Se", "method": "ωB97M-V/def2-TZVPD", "lumo_ha": -0.022, "elements": ["Ca", "C", "C", "C", "C", "C", "C", "C", "H", "H", "H", "H", "H", "H", "H", "H", "Cl", "C", "C", "Cl", "C", "Cl", "C", "O", "C", "O", "C", "Cl", "C", "Ge", "C", "C", "C", "Se", "C", "H", "H", "H", "H", "H", "H", "H", "H", "H", "H", "H", "H", "H", "H"], "positions_angstrom": [[1.55348, -0.41621, -0.60367], [3.82301, -2.10339, 2.08752], [3.77862, -0.74442, 1.45406], [3.04904, 0.30600, 2.01276], [2.98267, 1.55249, 1.39490], [3.64166, 1.77399, 0.19165], [4.38714, 0.73803, -0.37136], [4.44903, -0.50282, 0.25194], [4.73447, -2.22543, 2.67651], [3.78511, -2.87121, 1.31628], [2.97178, -2.25480, 2.75078], [2.51389, 0.13803, 2.94011], [2.40161, 2.34719, 1.84549], [3.57550, 2.73495, -0.30114], [4.91046, 0.89063, -1.30743], [4.98822, -1.31693, -0.21602], [0.41998, -7.23404, -0.44208], [0.18291, -5.52162, -0.44644], [-1.09131, -4.98867, -0.42038], [-2.47792, -6.02197, -0.38431], [-1.26148, -3.59799, -0.41942], [-2.84545, -2.88942, -0.37000], [-0.17802, -2.73193, -0.44764], [-0.30757, -1.41246, -0.42984], [1.14145, -3.28346, -0.48212], [2.17183, -2.44657, -0.49486], [1.29089, -4.66336, -0.47445], [2.90713, -5.29425, -0.49151], [-4.63897, 2.08319, -2.08965], [-3.18974, 2.88485, -1.07633], [-2.56384, 4.51830, -1.92328], [-3.75150, 3.28100, 0.74180], [-1.73532, 1.57405, -1.09278], [-0.23586, 1.92669, 0.11118], [-0.98426, 0.94723, 1.62544], [-5.48401, 2.77089, -2.15233], [-4.98337, 1.16433, -1.61353], [-4.32702, 1.83870, -3.10570], [-3.31186, 5.30859, -1.84902], [-2.35117, 4.35239, -2.98035], [-1.65292, 4.87652, -1.44009], [-4.50761, 4.06752, 0.72749], [-2.91407, 3.63667, 1.34368], [-4.18583, 2.40409, 1.22357], [-1.31270, 1.51425, -2.09797], [-2.06533, 0.56106, -0.84983], [-1.86188, 1.46811, 1.99168], [-0.23248, 0.91940, 2.41259], [-1.20841, -0.05818, 1.27411]], "nbo_charge": [1.79, -0.65, 0.00, -0.21, -0.24, -0.27, -0.25, -0.24, 0.23, 0.27, 0.22, 0.22, 0.23, 0.23, 0.23, 0.24, 0.02, -0.10, -0.11, 0.02, -0.12, 0.00, 0.24, -0.97, 0.31, -0.98, -0.15, 0.00, -1.09, 1.63, -1.10, -1.10, -1.04, 0.18, -0.78, 0.23, 0.24, 0.23, 0.24, 0.23, 0.23, 0.24, 0.23, 0.23, 0.24, 0.27, 0.23, 0.22, 0.27]}

***

Stability verdict: run x, ahead by 0.678 eV

***

Run w
{"formula": "C3H6O2S", "method": "ωB97M-V/def2-TZVPD", "smiles": "O[C@@H]1[C@H](O)[C@@H]1S", "lumo_ha": 0.025, "elements": ["O", "C", "C", "O", "C", "S", "H", "H", "H", "H", "H", "H"], "positions_angstrom": [[0.59900, 1.36131, -0.89051], [0.47376, 0.83582, 0.36488], [0.62206, -0.73801, 0.40064], [0.84086, -1.40264, -0.79775], [-0.65357, -0.03097, 0.70899], [-2.08046, -0.16194, -0.35367], [0.80972, 0.62642, -1.48111], [0.97755, 1.37951, 1.18411], [1.13103, -1.27986, 1.21144], [-0.01133, -1.68309, -1.12167], [-0.93516, 0.11430, 1.71170], [-1.77345, 0.97916, -0.93706]], "nbo_charge": [-0.70, 0.08, 0.05, -0.70, -0.44, -0.03, 0.49, 0.19, 0.19, 0.48, 0.24, 0.15]}

***

Run x
{"formula": "C3H6O2S", "method": "ωB97M-V/def2-TZVPD", "smiles": "O=C(O)CCS", "lumo_ha": 0.025, "elements": ["O", "C", "O", "C", "C", "S", "H", "H", "H", "H", "H", "H"], "positions_angstrom": [[-1.12303, -0.28776, 1.80814], [-0.40661, 0.52945, 1.29531], [-0.38286, 1.81648, 1.65371], [0.61302, 0.23680, 0.22546], [0.07000, -0.82998, -0.73942], [0.95404, -0.68225, -2.36281], [-1.08715, 1.94382, 2.31033], [1.58414, -0.09795, 0.58442], [0.66723, 1.14095, -0.38737], [0.15773, -1.89200, -0.50313], [-0.99477, -0.63606, -0.85953], [-0.05174, -1.24150, -3.02510]], "nbo_charge": [-0.59, 0.79, -0.67, -0.54, -0.48, -0.07, 0.50, 0.25, 0.24, 0.23, 0.22, 0.13]}

***

Stability verdict: run x, ahead by 1.873 eV

***

Run w
{"formula": "C3H6O2S", "method": "ωB97M-V/def2-TZVPD", "lumo_ha": -0.003, "elements": ["C", "C", "C", "H", "H", "H", "H", "H", "H", "O", "O", "S"], "positions_angstrom": [[1.81459, -1.02734, 0.16179], [-0.18908, 0.51423, -0.01727], [-1.59087, 0.78403, 0.15428], [2.11433, -0.19445, 0.94712], [2.38684, -0.57442, -0.71962], [2.29990, -2.05378, 0.28119], [-1.79708, 1.32027, 1.17362], [-1.96684, 1.64511, -0.68905], [-1.95932, -1.02331, -1.16106], [0.35392, -0.77232, -0.17664], [-2.17907, -0.52288, 0.09666], [0.71267, 1.90485, -0.05102]], "nbo_charge": [-0.30, 0.23, -0.18, 0.22, 0.20, 0.24, 0.25, 0.22, 0.45, -0.52, -0.68, -0.12]}

***

Run x
{"formula": "C3H6O2S", "method": "ωB97M-V/def2-TZVPD", "smiles": "O=C(O)CCS", "lumo_ha": 0.020, "elements": ["O", "C", "O", "C", "C", "S", "H", "H", "H", "H", "H", "H"], "positions_angstrom": [[1.55224, -1.26420, 0.90176], [1.50668, -0.38552, 0.09802], [2.59059, -0.05244, -0.63619], [0.24637, 0.41612, -0.21248], [-0.98481, -0.29979, 0.33198], [-2.46768, 0.53821, -0.27780], [2.38256, 0.73777, -1.16072], [0.13752, 0.50049, -1.29531], [0.32497, 1.40855, 0.23931], [-0.98112, -1.33566, 0.01616], [-0.95561, -0.28009, 1.41498], [-3.35169, 0.01655, 0.58029]], "nbo_charge": [-0.56, 0.79, -0.66, -0.55, -0.50, -0.05, 0.48, 0.22, 0.24, 0.22, 0.23, 0.13]}

***

Run y
{"formula": "C3H6O2S", "method": "ωB97M-V/def2-TZVPD", "smiles": "C1OCSCO1", "lumo_ha": 0.033, "elements": ["C", "O", "C", "S", "C", "O", "H", "H", "H", "H", "H", "H"], "positions_angstrom": [[1.28460, -0.05604, -0.01809], [0.55926, 1.11481, -0.39681], [-0.63967, 1.30723, 0.29533], [-1.92893, 0.02227, -0.00237], [-0.68067, -1.22919, -0.24943], [0.45561, -1.00406, 0.53912], [1.75812, -0.49477, -0.93057], [2.11998, 0.19382, 0.65754], [-0.49578, 1.33008, 1.37393], [-1.01582, 2.24015, -0.05752], [-0.39863, -1.26396, -1.30602], [-1.01808, -2.16034, 0.09490]], "nbo_charge": [0.23, -0.54, -0.18, 0.13, -0.21, -0.52, 0.15, 0.17, 0.18, 0.21, 0.18, 0.21]}

***

Stability verdict: run x, ahead by 1.542 eV